No. 1
# C12H17N3

An isolated ion of composition C12H17N3 and charge +2 at a distorted geometry (ωB97M-V/def2-TZVPD, OMol25).

The geometry in XYZ format:
```
32
Properties=species:S:1:pos:R:3:forces:R:3
C -0.551 -3.028 1.448 -2.8626 -1.0526 2.2690
C -1.779 -3.075 2.108 -0.5449 -3.0850 -0.2167
C -1.896 -0.785 2.866 -1.2953 0.6191 -1.2277
C -0.540 -0.699 3.000 1.8322 1.2649 1.9574
C -0.173 -1.877 0.929 1.8570 2.8731 -2.5246
C -2.520 -1.969 2.599 -1.4737 0.8417 -0.1879
C 0.524 -0.454 3.513 -1.4411 -0.2110 -1.1232
C 1.922 0.220 -0.849 1.0590 -1.6956 0.9167
C -0.307 1.118 -0.788 0.6599 -1.9573 -4.3924
C 2.346 0.920 -2.154 1.0735 0.5262 2.3486
C 0.004 1.919 -2.119 -1.0570 -1.4303 0.0037
C 0.469 -0.212 -0.838 0.1416 -0.6517 -1.7344
N 0.268 -0.971 0.331 -0.9504 -1.1121 1.6536
N -3.885 -2.059 2.800 2.0801 -2.2388 -0.4935
N 1.437 2.141 -2.350 2.2941 0.6968 1.4834
H 0.119 -3.830 1.373 0.5592 -1.3282 -0.3337
H -2.313 -4.120 2.181 1.3302 1.9931 0.0780
H -2.446 0.181 2.938 0.1676 -1.0002 0.4699
H 1.405 -0.259 3.997 1.7326 0.2874 0.7624
H 2.445 -0.782 -0.669 0.2197 1.6703 -0.6980
H 2.129 0.814 0.089 -0.1405 -0.3190 -1.0624
H -0.063 1.509 0.122 0.6966 1.8387 2.1809
H -1.329 0.942 -0.847 -2.0282 -0.1806 0.1344
H 3.434 1.187 -2.001 -1.3262 0.4226 -0.5193
H 2.309 0.263 -2.951 -0.4362 -1.1095 -1.8741
H -0.420 1.442 -3.034 0.1934 0.0634 0.9167
H -0.415 2.889 -2.040 -0.6080 0.9395 0.0160
H 0.297 -1.029 -1.677 -0.0688 2.2796 0.9489
H -4.343 -2.908 2.522 -0.3432 0.1686 -0.0768
H -4.387 -1.234 2.854 -1.2472 1.4957 0.2790
H 1.690 2.635 -1.464 0.1627 0.5295 -1.1984
H 1.651 2.767 -3.186 -0.2359 -1.1380 1.2446
```
Forces are in eV/Å.

As for the multiplicity: 1. The orbital gap (alpha / beta) comes out at 6.30 / 6.31 eV. The value obtained for the lowest unoccupied orbital energy (alpha / beta) is -7.89 / -7.89 eV. Its net charge is +2. The energy above the lowest of the compared OMol25 structures with the same formula, charge and spin comes out at 435.3 kJ/mol.

=====

No. 2
# C6H3F2N3O

One molecule with the formula C6H3F2N3O at a distorted geometry (ωB97M-V/def2-TZVPD, OMol25).

The geometry in XYZ format:
```
15
Properties=species:S:1:pos:R:3:forces:R:3
C -1.867 -0.136 -1.315 -1.0344 1.8618 -0.6572
C -2.157 -0.824 -0.133 3.2088 0.8919 -0.8908
C 0.147 0.704 -0.489 -1.0241 0.3616 -3.2723
C -0.110 -0.193 0.523 0.4712 -2.3030 2.4684
C 2.005 -0.980 1.254 1.7975 -1.6542 -0.3329
C 1.219 1.447 -0.637 1.9476 2.1795 -0.5156
N -0.805 0.582 -1.540 0.1144 0.0588 0.0319
N -1.111 -0.985 0.672 -1.0148 0.2100 0.9628
N 0.929 -0.432 1.641 0.6344 -0.3903 -1.2007
O 2.949 -1.571 0.862 -3.3391 2.2567 1.2235
F 1.615 2.323 -1.630 -0.8611 -1.5627 1.5619
F 2.131 1.438 0.384 0.3653 0.5710 -0.5380
H -2.674 -0.044 -2.074 0.7735 -0.3930 0.2337
H -3.015 -1.343 -0.048 -2.5501 -1.9293 0.6870
H 0.742 0.014 2.529 0.5109 -0.1587 0.2383
```
Forces are in eV/Å.

As for the multiplicity: 1. The orbital gap (alpha / beta) comes out at 5.57 / 5.58 eV. The value obtained for the lowest unoccupied orbital energy (alpha / beta) is -1.08 / -1.07 eV.

=====

No. 3
# H14O7

A 7-piece molecular cluster, H14O7 overall at a distorted geometry (ωB97M-V/def2-TZVPD, OMol25).

The geometry in XYZ format:
```
21
Properties=species:S:1:pos:R:3:forces:R:3
H -1.027 1.325 0.757 3.2836 -4.0889 0.2199
H -2.385 1.661 0.618 -0.5697 0.4354 -0.0545
H 3.929 0.623 -1.247 0.1847 0.5070 -1.7991
H 2.632 0.877 -0.310 2.5167 -0.1296 -0.7353
H 0.000 -3.273 0.459 -0.3633 -1.5672 0.4755
H 1.249 -2.378 0.275 -0.3147 -0.7585 -0.4724
H 0.398 2.444 -0.108 -1.0922 0.3669 1.0081
H 1.270 3.499 -0.825 -0.2297 -0.4685 0.2149
H -6.669 -1.265 -0.010 -0.3363 0.0188 -0.2533
H -5.908 -0.071 -0.567 -2.3759 -1.1795 -0.6069
H 0.243 -0.027 0.765 -0.1525 -0.5261 -0.3917
H 1.105 -0.874 1.690 -0.8423 1.1701 0.0702
H 2.724 -1.793 -1.500 -0.0697 0.0501 0.5821
H 2.320 -1.085 -0.210 -0.2340 1.6383 0.1624
O -1.530 2.052 0.804 -2.8640 3.6797 0.0393
O 3.586 0.517 -0.391 -2.4762 1.3118 2.6570
O 0.276 -2.419 0.211 0.4853 1.7502 -0.2448
O 1.045 2.557 -0.776 1.3651 0.1099 -1.2464
O -6.781 -0.598 -0.705 2.7009 1.1546 0.8579
O 0.685 0.019 1.609 1.0145 -0.6828 0.3410
O 2.839 -1.788 -0.535 0.3696 -2.7916 -0.8239
```
Forces are in eV/Å.

As for the multiplicity: 1. The orbital gap comes out at 10.52 eV. The value obtained for the lowest unoccupied orbital energy is 0.02 eV. The energy above the lowest of the compared OMol25 structures with the same formula, charge and spin comes out at 295.3 kJ/mol.

=====

No. 4
# C4H3F3

One molecule with the formula C4H3F3 at a distorted geometry (ωB97M-V/def2-TZVPD, OMol25).

The geometry in XYZ format:
```
10
Properties=species:S:1:pos:R:3:forces:R:3
C -0.203 1.152 0.326 2.6478 -1.8194 0.0115
C 1.163 1.121 0.155 -3.6335 -1.2778 0.3631
C -0.723 -0.261 -0.003 1.3776 1.2815 -0.6733
C 0.338 -1.279 -0.352 0.8210 0.5118 1.5612
F 2.068 2.021 0.242 0.6745 0.9178 0.0218
F -1.440 -0.815 1.002 -1.0693 -0.1924 0.9876
F 0.435 -1.691 -1.607 -0.0862 0.0270 -0.0475
H -0.905 1.913 0.688 0.6333 -0.0365 -0.2635
H -1.301 -0.093 -0.879 -1.2558 -0.4386 -0.8404
H 0.568 -2.068 0.428 -0.1094 1.0267 -1.1206
```
Forces are in eV/Å.

As for the multiplicity: 1. The orbital gap (alpha / beta) comes out at 10.09 / 8.17 eV. The value obtained for the lowest unoccupied orbital energy (alpha / beta) is 0.16 / -0.68 eV. The energy above the lowest of the compared OMol25 structures with the same formula, charge and spin comes out at 387.7 kJ/mol.